Computed, not measured: a 5-piece molecular cluster, C10H15N5 overall, with ωB97M-V/def2-TZVPD.

Element x y z (Å)
C -3.224 2.499 2.846
C -3.676 1.380 3.663
N -4.016 0.483 4.291
H -3.995 2.731 2.116
H -2.325 2.172 2.317
H -2.974 3.350 3.471
C 3.393 -1.614 -4.885
C 2.245 -1.149 -4.121
N 1.349 -0.774 -3.519
H 3.783 -0.783 -5.474
H 3.111 -2.444 -5.523
H 4.195 -1.912 -4.211
C 0.323 3.955 3.361
C -0.222 3.133 4.434
N -0.652 2.485 5.276
H 1.080 3.387 2.827
H 0.783 4.833 3.813
H -0.460 4.221 2.658
C -0.813 0.047 -0.790
C -0.477 0.920 0.321
N -0.201 1.615 1.190
H -1.142 0.691 -1.611
H -1.595 -0.653 -0.527
H 0.093 -0.439 -1.151
C 0.820 -5.126 -2.014
C 1.072 -3.829 -1.388
N 1.271 -2.818 -0.892
H 1.021 -5.913 -1.288
H 1.459 -5.253 -2.883
H -0.226 -5.192 -2.305

Computed properties:
DFT total energy = -663.7720 Eh
SMILES = CC#N.CC#N.CC#N.CC#N.CC#N
Energy above the lowest of the compared OMol25 structures with the same formula, charge and spin = 0.9722 eV
Total charge = 0
Frontier orbital gap = 11.2992 eV
HOMO = -0.40428 Ha
Strongest force on any atom = 0.9 eV/Å

Results of the Löwdin charge analysis, in e, for atoms 1 through 6: atom 1 (C): -0.085, atom 2 (C): -0.294, atom 3 (N): 0.123, atom 4 (H): 0.079, atom 5 (H): 0.036, atom 6 (H): 0.069


Computed, not measured: a 7-piece molecular cluster, C50H73Cl2F12N8O9PS2 overall, with ωB97M-V/def2-TZVPD.

Element x y z (Å)
C -1.605 4.908 5.372
C -2.137 4.549 4.325
C -2.501 3.597 3.150
C -3.655 2.651 3.183
C -3.944 1.706 2.030
S -5.378 0.554 2.228
O -6.473 1.310 2.863
O -5.841 0.005 0.942
C -4.787 -0.859 3.329
F -3.469 -0.557 3.717
F -4.827 -2.091 2.698
F -5.548 -0.967 4.485
C -3.080 1.673 0.772
C -1.912 2.661 0.783
C -1.622 3.601 1.925
P -0.098 4.722 1.719
N 1.151 3.727 1.548
S -0.843 2.578 -0.723
C -0.776 0.747 -0.982
C 0.487 0.060 -1.394
C 1.822 0.883 -1.650
C 2.913 0.627 -0.489
C 3.521 -0.826 -0.736
C 5.011 -1.020 -0.221
C 5.388 -2.560 -0.498
O 5.530 -3.329 0.715
C 4.937 -4.629 0.612
C 5.503 -5.534 -0.577
C 0.409 -1.452 -1.523
C -0.872 -2.217 -1.238
C -0.776 -3.768 -1.363
Cl -0.848 -4.713 -2.894
C -0.580 -4.472 -0.177
C -0.452 -3.726 1.225
Cl -0.422 -6.266 -0.137
C -2.131 -1.463 -0.856
C -3.502 -2.213 -0.549
C -4.669 -1.881 -1.584
C -5.477 -3.128 -2.108
F -5.995 -3.794 -0.962
F -6.616 -2.654 -2.805
C -4.669 -4.125 -3.040
F -5.628 -5.025 -3.585
F -3.837 -4.909 -2.237
C -3.937 -3.447 -4.272
F -4.819 -2.607 -4.987
F -2.843 -2.649 -3.909
C -3.372 -4.501 -5.361
F -3.232 -5.785 -4.866
F -2.087 -4.072 -5.740
F -4.120 -4.531 -6.522
C -2.099 0.030 -0.717
N -3.323 0.761 -0.332
C -3.927 1.455 -1.511
H -1.087 5.189 6.331
H -4.343 2.569 4.067
H 0.076 5.603 2.829
H -0.158 5.476 0.491
H 0.774 2.764 1.605
H 1.607 1.989 -1.665
H 2.311 0.620 -2.642
H 2.454 0.735 0.544
H 3.751 1.381 -0.627
H 2.856 -1.579 -0.198
H 3.415 -1.069 -1.848
H 5.160 -0.786 0.873
H 5.678 -0.389 -0.889
H 6.291 -2.663 -1.190
H 4.519 -3.032 -1.080
H 5.202 -5.172 1.582
H 3.795 -4.610 0.579
H 4.663 -5.677 -1.332
H 6.358 -5.044 -1.138
H 5.799 -6.567 -0.201
H 1.334 -2.016 -1.830
H -0.622 -4.422 2.096
H 0.598 -3.300 1.357
H -1.154 -2.840 1.307
H -3.289 -3.311 -0.398
H -3.842 -1.819 0.468
H -4.223 -1.241 -2.410
H -5.423 -1.214 -1.047
H -4.530 0.751 -2.167
H -4.654 2.280 -1.201
H -3.165 1.955 -2.185
C -7.734 -6.090 -0.768
N -8.878 -6.959 -0.962
C -9.328 -7.955 -0.151
C -8.570 -8.223 1.124
O -10.318 -8.599 -0.465
H -8.087 -5.058 -0.754
H -7.056 -6.223 -1.613
H -7.205 -6.304 0.158
H -9.435 -6.839 -1.795
H -9.048 -9.041 1.661
H -7.542 -8.512 0.897
H -8.582 -7.337 1.762
C 8.673 0.139 4.026
N 7.948 0.050 2.776
C 8.026 0.872 1.695
C 8.978 2.039 1.762
O 7.337 0.651 0.710
H 9.242 -0.783 4.161
H 7.949 0.231 4.838
H 9.352 0.989 4.049
H 7.291 -0.708 2.656
H 8.927 2.598 0.829
H 8.698 2.706 2.580
H 10.001 1.683 1.897
C -0.959 -0.289 5.553
N -0.340 0.208 4.342
C 0.974 0.487 4.118
C 1.945 0.266 5.248
O 1.332 0.904 3.027
H -1.451 -1.237 5.325
H -1.712 0.433 5.877
H -0.236 -0.440 6.352
H -0.929 0.381 3.539
H 2.948 0.532 4.917
H 1.683 0.897 6.099
H 1.947 -0.786 5.543
C 3.170 3.447 -6.563
N 2.796 3.321 -5.169
C 3.610 3.169 -4.088
C 5.096 3.119 -4.324
O 3.127 3.076 -2.967
H 2.788 4.400 -6.937
H 2.700 2.634 -7.120
H 4.247 3.409 -6.705
H 1.815 3.345 -4.932
H 5.608 2.995 -3.371
H 5.347 2.272 -4.964
H 5.436 4.051 -4.779
C -8.328 6.831 1.743
N -7.126 6.513 2.487
C -6.374 5.381 2.428
C -6.809 4.293 1.483
O -5.378 5.274 3.132
H -8.146 7.741 1.167
H -9.134 7.018 2.455
H -8.619 6.029 1.069
H -6.773 7.196 3.141
H -6.113 3.460 1.549
H -7.804 3.934 1.754
H -6.808 4.665 0.456
C 9.334 5.998 -1.689
N 8.829 5.530 -2.963
C 8.603 4.249 -3.361
C 8.901 3.142 -2.384
O 8.169 4.025 -4.483
H 8.589 6.663 -1.247
H 10.252 6.563 -1.869
H 9.541 5.181 -1.003
H 8.606 6.215 -3.671
H 8.671 2.183 -2.845
H 9.960 3.152 -2.117
H 8.285 3.253 -1.490

Computed properties:
DFT total energy = -6320.3811 Eh
SMILES = C#Cc1cc(S(=O)(=O)C(F)(F)F)c2c(c1[PH2]=N)Sc1c(CCCCCOCC)cc(/C(Cl)=C(\C)Cl)c(CCC(F)(F)C(F)(F)C(F)(F)C(F)(F)F)c1N2C.CNC(C)=O.CNC(C)=O.CNC(C)=O.CNC(C)=O.CNC(C)=O.CNC(C)=O
Total charge = 0
Frontier orbital gap = 6.7603 eV
HOMO = -0.28622 Ha
Strongest force on any atom = 5.0 eV/Å

Results of the Löwdin charge analysis, in e, for atoms 1 through 6: atom 1 (C): 0.099, atom 2 (C): -0.096, atom 3 (C): -0.172, atom 4 (C): 0.006, atom 5 (C): -0.158, atom 6 (S): 0.800


- The lowest HOMO belongs to which entry?
  C10H15N5